*one*
Density functional theory data (ωB97M-V/def2-TZVPD) for a structure of composition C4H10NP.

Output
**HOMO-LUMO gap (alpha / beta)**: 0.3132 / 0.3136 Ha
**Spin multiplicity**: 1
**LUMO level (alpha / beta)**: -0.999 / -0.194 eV

Last column: natural (NBO) charge in e.
Atoms and positions in Å:
C -0.910 1.244 0.702  -0.62
C 0.039 -1.095 0.799  -0.62
C -0.362 0.026 -1.418  -0.62
C 0.042 0.230 0.047  -0.39
N 3.252 -0.702 -0.026  -0.60
P 1.717 1.043 0.040  0.63
H -1.918 0.839 0.737  0.22
H -0.597 1.476 1.718  0.22
H -0.939 2.173 0.129  0.21
H 0.253 -0.942 1.856  0.21
H -0.937 -1.570 0.709  0.21
H 0.800 -1.755 0.390  0.23
H -1.405 -0.286 -1.473  0.21
H -0.256 0.953 -1.986  0.21
H 0.258 -0.737 -1.883  0.22
H 4.085 -0.120 -0.111  0.27

***

*two*
Density functional theory data (ωB97M-V/def2-TZVPD) for a cluster of 2 separate species, C4H10NP in total.

Output
**HOMO-LUMO gap (alpha / beta)**: 0.3023 / 0.3020 Ha
**Spin multiplicity**: 1
**LUMO level (alpha / beta)**: 0.136 / 0.135 eV

Last column: natural (NBO) charge in e.
Atoms and positions in Å:
C -1.401 -0.281 0.303  -0.22
C -0.942 -1.662 0.277  -0.75
C 0.821 0.405 -1.403  -0.46
C 1.338 0.897 0.853  -0.45
N 0.341 0.994 -0.145  -0.38
P -2.866 0.482 0.346  0.38
H -1.832 -2.249 -0.048  0.24
H -0.247 -1.950 -0.486  0.23
H -0.620 -1.837 1.317  0.24
H -0.106 0.434 -1.987  0.22
H 1.814 0.958 -1.609  0.21
H 1.107 -0.617 -1.377  0.16
H 1.944 0.059 0.772  0.16
H 1.958 1.771 0.814  0.20
H 0.860 0.812 1.781  0.20
H -2.169 1.783 0.594  0.02

***

*three*
Density functional theory data (ωB97M-V/def2-TZVPD) for a cluster of 2 separate species, C4H10NP in total.

Output
**HOMO-LUMO gap (alpha / beta)**: 0.2921 / 0.2921 Ha
**Spin multiplicity**: 1
**LUMO level (alpha / beta)**: 0.231 / 0.231 eV

Last column: natural (NBO) charge in e.
Atoms and positions in Å:
C 0.640 0.572 -0.176  0.46
C 0.392 2.027 -0.385  -0.70
C 1.653 -1.336 0.813  -0.44
C -1.210 -0.814 -1.038  -0.83
N 1.570 0.042 0.442  -0.43
P -1.727 -0.612 0.640  0.27
H 0.041 2.271 -1.367  0.23
H 1.219 2.572 -0.087  0.24
H -0.367 2.203 0.304  0.24
H 2.438 -1.396 1.583  0.22
H 2.253 -1.792 -0.027  0.21
H 0.668 -1.547 0.920  0.23
H -1.688 -0.277 -1.880  0.22
H -0.751 -1.794 -1.156  0.21
H -3.139 -0.927 0.749  -0.06
H -1.992 0.809 0.667  -0.05

***

Question: which arrangement is favored energetically? Ranking from most to least stable: *one*, *three*, *two*.

***

*one*
Density functional theory data (ωB97M-V/def2-TZVPD) for the molecule C4H9FO.

Output
**SMILES**: OCCCCF
**HOMO-LUMO gap**: 0.4049 Ha
**Spin multiplicity**: 1
**LUMO level**: 0.971 eV

Last column: natural (NBO) charge in e.
Atoms and positions in Å:
C 1.166 1.043 -0.360  -0.03
C -0.134 0.582 -0.186  -0.47
C -0.070 -0.555 0.718  -0.43
C -1.310 -1.455 0.952  0.04
H 0.912 1.650 -2.296  0.47
H 1.825 1.514 0.378  0.21
H 1.749 0.088 -0.838  0.14
H -0.670 1.482 0.126  0.21
H -0.521 0.274 -1.135  0.22
H 0.534 0.035 1.568  0.24
H 0.579 -1.306 -0.132  0.22
H -2.349 -1.139 1.607  0.17
H -1.204 -2.372 1.502  0.18
O 1.213 1.945 -1.478  -0.75
F -1.722 -1.786 -0.426  -0.40

***

*two*
Density functional theory data (ωB97M-V/def2-TZVPD) for the molecule C4H9FO.

Output
**SMILES**: C[C@H](F)CCO
**HOMO-LUMO gap**: 0.4113 Ha
**Spin multiplicity**: 1
**LUMO level**: 0.921 eV

Last column: natural (NBO) charge in e.
Atoms and positions in Å:
C -0.373 -1.831 -0.342  -0.66
C 0.205 -0.805 0.696  0.21
C -0.117 0.616 0.555  -0.47
C 0.456 1.191 -0.739  -0.06
H -0.613 -2.860 -0.089  0.24
H -1.390 -1.454 -0.584  0.21
H 0.206 -1.801 -1.287  0.21
H 1.244 -1.045 0.709  0.16
H -1.178 0.925 0.532  0.23
H 0.468 1.102 1.343  0.21
H 0.358 0.556 -1.631  0.19
H 1.552 1.463 -0.503  0.15
H -0.254 2.702 0.178  0.46
O -0.264 2.402 -0.815  -0.71
F -0.300 -1.160 1.977  -0.39

***

Question: which arrangement is favored energetically? Ranking from most to least stable: *two*, *one*.

***

*one*
Density functional theory data (ωB97M-V/def2-TZVPD) for the ion C6H11NO with charge -1.

Output
**Charge**: -1
**HOMO-LUMO gap (alpha / beta)**: 0.1270 / 0.2360 Ha
**Spin multiplicity**: 2
**LUMO level (alpha / beta)**: 4.010 / 3.890 eV
**<S²>**: 0.774

Last column: natural (NBO) charge in e.
Atoms and positions in Å:
C 0.701 -2.904 0.063  -0.23
C 0.306 -1.718 1.010  -0.43
C -0.260 -0.525 0.269  -0.40
C 0.223 0.768 0.302  -0.29
C -0.331 1.858 -0.460  -0.38
C -0.200 3.185 -0.120  -0.09
O -0.307 4.154 -1.191  -0.78
N -0.234 -4.018 0.169  -0.86
H 0.905 -2.535 -0.948  0.16
H 1.684 -3.263 0.376  0.16
H -0.436 -2.137 1.699  0.18
H 1.192 -1.472 1.586  0.19
H -1.245 -0.742 -0.128  0.16
H 1.117 1.060 0.851  0.16
H -0.706 1.656 -1.462  0.18
H 0.325 3.611 0.726  0.13
H -0.170 5.040 -0.845  0.44
H -1.184 -3.747 -0.043  0.35
H 0.026 -4.837 -0.358  0.35

***

*two*
Density functional theory data (ωB97M-V/def2-TZVPD) for a cluster of 2 separate species, C6H11NO in total.

Output
**Charge**: -1
**HOMO-LUMO gap (alpha / beta)**: 0.0860 / 0.3074 Ha
**Spin multiplicity**: 2
**LUMO level (alpha / beta)**: 3.556 / 3.235 eV
**<S²>**: 0.750

Last column: natural (NBO) charge in e.
Atoms and positions in Å:
C 0.456 -1.171 -2.677  -0.63
C -0.419 -0.635 -1.517  -0.10
C -1.464 0.249 -1.666  -0.11
N -1.870 0.654 -0.422  -0.50
C -1.112 -0.002 0.529  -0.24
C -0.245 -0.790 -0.153  -0.15
C 0.941 -1.437 0.488  -0.67
H 1.187 -0.325 -2.900  0.20
H -0.025 -1.414 -3.648  0.21
H 1.110 -1.902 -2.325  0.21
H -1.977 0.585 -2.538  0.19
H -2.628 1.186 -0.289  0.38
H -1.261 0.223 1.594  0.20
H 1.534 -0.593 0.983  0.23
H 0.568 -2.052 1.373  0.21
H 1.633 -2.176 -0.031  0.21
H 1.505 2.782 5.036  0.38
H 0.600 3.659 4.015  0.30
O 1.466 3.159 4.147  -1.31

***

Question: which arrangement is favored energetically? Ranking from most to least stable: *two*, *one*.

***

*one*
Density functional theory data (ωB97M-V/def2-TZVPD) for the molecule C5H8N2.

Output
**SMILES**: N#C[C@H](N)C1CC1
**HOMO-LUMO gap**: 0.3998 Ha
**Spin multiplicity**: 1
**LUMO level**: 0.855 eV

Last column: natural (NBO) charge in e.
Atoms and positions in Å:
N 2.189 -0.050 -0.518  -0.80
C 0.930 -0.410 0.096  -0.15
C 0.758 0.090 1.478  0.27
N 0.681 0.481 2.562  -0.34
C -0.334 -0.175 -0.690  -0.24
C -1.451 0.809 -0.683  -0.41
C -1.593 -0.342 0.242  -0.43
H 2.938 -0.509 -0.008  0.37
H 2.346 0.950 -0.460  0.36
H 0.940 -1.507 0.168  0.23
H -0.204 -0.591 -1.702  0.24
H -1.365 1.819 -0.307  0.22
H -2.037 0.680 -1.581  0.22
H -2.215 -1.212 0.104  0.22
H -1.582 -0.034 1.299  0.24

***

*two*
Density functional theory data (ωB97M-V/def2-TZVPD) for the molecule C5H8N2.

Output
**SMILES**: C[C@H]1CN1CC#N
**HOMO-LUMO gap**: 0.3955 Ha
**Spin multiplicity**: 1
**LUMO level**: 0.978 eV

Last column: natural (NBO) charge in e.
Atoms and positions in Å:
C -1.812 -0.973 0.489  -0.61
C -0.569 -0.405 -0.144  -0.09
C -0.519 1.076 -0.270  -0.27
N 0.282 0.389 0.732  -0.39
C 1.701 0.370 0.418  -0.33
C 2.133 -0.119 -0.935  0.25
N 2.463 -0.539 -1.965  -0.32
H -2.202 -0.250 1.214  0.21
H -1.618 -1.906 1.025  0.22
H -2.582 -1.142 -0.270  0.22
H -0.012 -1.048 -0.832  0.22
H 0.051 1.576 -1.055  0.20
H -1.399 1.594 0.135  0.21
H 2.074 1.391 0.547  0.24
H 2.191 -0.272 1.155  0.24

***

*three*
Density functional theory data (ωB97M-V/def2-TZVPD) for the molecule C5H8N2.

Output
**HOMO-LUMO gap (alpha / beta)**: 0.2783 / 0.2503 Ha
**Spin multiplicity**: 1
**LUMO level (alpha / beta)**: 0.639 / -0.157 eV

Last column: natural (NBO) charge in e.
Atoms and positions in Å:
C 0.573 1.878 -0.299  -0.24
C -0.811 1.428 -0.255  -0.39
C 1.562 0.950 -0.033  -0.05
C -1.042 0.203 0.077  0.24
C -1.822 -0.968 -0.179  -0.74
N 1.343 -0.321 -0.124  -0.23
N 2.309 -1.177 0.332  -0.63
H 0.662 3.003 -0.198  0.21
H -1.425 2.242 -0.576  0.23
H 2.565 1.207 0.154  0.17
H -1.479 -1.875 0.454  0.23
H -2.923 -0.705 -0.268  0.25
H -1.588 -1.349 -1.176  0.24
H 1.716 -1.884 0.690  0.37
H 3.010 -0.765 0.940  0.34

***

Question: which arrangement is favored energetically? Ranking from most to least stable: *two*, *one*, *three*.

***

*one*
Density functional theory data (ωB97M-V/def2-TZVPD) for the molecule C5H8N2.

Output
**SMILES**: C[C@H]1N[C@]1(C)C#N
**HOMO-LUMO gap**: 0.4073 Ha
**Spin multiplicity**: 1
**LUMO level**: 0.874 eV

Last column: natural (NBO) charge in e.
Atoms and positions in Å:
C -0.677 1.195 -1.475  -0.62
C -0.881 0.097 -0.449  -0.05
N -0.011 -1.031 -0.726  -0.56
C 0.093 -0.405 0.591  -0.02
C 1.382 0.263 1.021  -0.60
C -0.470 -1.294 1.606  0.26
N -0.857 -2.141 2.296  -0.32
H -1.527 1.878 -1.539  0.22
H 0.246 1.765 -1.343  0.22
H -0.587 0.672 -2.433  0.23
H -1.921 -0.092 -0.178  0.21
H -0.506 -1.916 -0.679  0.37
H 1.636 1.101 0.368  0.22
H 1.283 0.641 2.045  0.23
H 2.205 -0.458 1.004  0.23

***

*two*
Density functional theory data (ωB97M-V/def2-TZVPD) for the molecule C5H8N2.

Output
**SMILES**: Cc1c[nH]c(N)c1
**HOMO-LUMO gap**: 0.3130 Ha
**Spin multiplicity**: 1
**LUMO level**: 1.022 eV

Last column: natural (NBO) charge in e.
Atoms and positions in Å:
C -2.439 -0.138 0.064  -0.62
C -0.945 0.025 -0.028  -0.08
C -0.327 1.201 -0.345  -0.09
N 1.025 0.991 -0.272  -0.53
C 1.310 -0.297 0.096  0.31
N 2.701 -0.520 0.268  -0.85
C 0.097 -0.944 0.214  -0.36
H -2.822 -0.984 -0.516  0.21
H -2.766 -0.287 1.101  0.21
H -2.941 0.765 -0.304  0.21
H -0.722 2.160 -0.648  0.21
H 1.726 1.709 -0.263  0.41
H 3.022 -1.315 0.792  0.39
H 3.278 -0.382 -0.554  0.38
H -0.191 -1.975 0.385  0.22

***

*three*
Density functional theory data (ωB97M-V/def2-TZVPD) for the molecule C5H8N2.

Output
**SMILES**: C[C@H]1CN1CC#N
**HOMO-LUMO gap**: 0.3744 Ha
**Spin multiplicity**: 1
**LUMO level**: 0.922 eV

Last column: natural (NBO) charge in e.
Atoms and positions in Å:
C -1.872 -1.044 0.516  -0.63
C -0.887 -0.325 -0.398  -0.01
C -0.512 1.077 -0.186  -0.26
N 0.402 0.158 0.415  -0.44
C 1.842 0.583 0.265  -0.32
C 2.488 -0.365 -0.637  0.26
N 2.703 -1.223 -1.378  -0.32
H -1.887 -0.560 1.495  0.22
H -1.553 -2.081 0.639  0.22
H -2.911 -1.092 0.141  0.22
H -0.960 -0.677 -1.443  0.22
H -0.122 1.549 -1.092  0.18
H -1.015 1.728 0.515  0.18
H 1.956 1.621 -0.113  0.23
H 2.329 0.650 1.262  0.24

***

*four*
Density functional theory data (ωB97M-V/def2-TZVPD) for a structure of composition C5H8N2.

Output
**HOMO-LUMO gap**: 0.3664 Ha
**Spin multiplicity**: 1
**LUMO level**: 0.957 eV

Last column: natural (NBO) charge in e.
Atoms and positions in Å:
C 0.543 1.970 0.117  -0.44
N -0.805 1.490 0.346  -0.25
C -1.255 0.191 -0.056  0.03
C -0.209 -0.904 0.007  -0.04
C 0.304 -1.885 -0.997  -0.66
C 0.025 -0.558 1.274  -0.07
N -1.046 0.466 1.375  -0.26
H 1.319 1.194 0.144  0.19
H 0.765 2.719 0.882  0.21
H 0.557 2.460 -0.861  0.21
H -2.249 0.105 -0.492  0.20
H 1.389 -1.808 -1.121  0.23
H -0.153 -1.722 -1.978  0.22
H 0.083 -2.915 -0.698  0.23
H 0.732 -0.803 2.059  0.21

***

Question: which arrangement is favored energetically? Ranking from most to least stable: *two*, *one*, *three*, *four*.